Record 1
Below is C34H49AsN7O2PdSSi as an isolated structure at a distorted geometry, with properties calculated with ωB97M-V with the def2-TZVPD basis set.

Last column: Mulliken charge in e.
CARTESIAN COORDINATES (ANGSTROEM)
Pd1 0.69 -0.82 0.05  0.799
N1 -1.77 -3.72 -4.74  -0.312
C1 -2.63 -2.80 -4.26  0.132
O1 -3.83 -2.95 -4.26  -0.606
C2 -2.00 -1.59 -3.63  -0.191
C3 -2.35 -0.30 -4.02  -0.546
C4 -1.82 0.77 -3.31  -1.121
C5 -1.00 0.52 -2.22  -0.774
N2 -0.66 -0.71 -1.86  0.900
C6 -1.12 -1.74 -2.56  -0.731
H1 -2.14 -4.54 -5.18  0.234
H2 -0.78 -3.54 -4.83  0.223
H3 -3.02 -0.15 -4.84  0.492
H4 -2.07 1.78 -3.59  0.537
H5 -0.62 1.33 -1.61  0.617
H6 -0.79 -2.73 -2.26  0.999
N3 0.35 -2.90 5.08  -0.260
C7 -0.87 -3.32 4.69  0.323
O2 -1.70 -3.75 5.45  -0.613
C8 -1.16 -3.16 3.22  0.258
C9 -2.08 -4.03 2.63  -0.605
C10 -2.39 -3.85 1.30  -1.092
C11 -1.76 -2.83 0.60  -0.644
N4 -0.86 -2.02 1.15  0.631
C12 -0.59 -2.17 2.45  -1.032
H7 0.61 -3.06 6.04  0.236
H8 1.09 -2.73 4.42  0.148
H9 -2.54 -4.79 3.24  0.501
H10 -3.11 -4.47 0.80  0.538
H11 -2.03 -2.64 -0.43  0.642
H12 0.06 -1.43 2.89  0.703
N5 -0.38 6.58 8.15  -0.475
C13 -0.05 5.79 7.39  0.003
C14 0.32 4.80 6.44  0.489
C15 -0.64 4.31 5.56  -0.784
C16 -0.30 3.31 4.66  -0.241
C17 0.99 2.80 4.65  0.345
C18 1.96 3.31 5.51  -0.469
C19 1.63 4.31 6.41  -0.881
N6 1.32 1.75 3.77  0.269
C20 2.06 0.65 4.09  -0.765
C21 2.04 -0.15 2.99  -1.129
N7 1.33 0.46 2.00  1.204
C22 0.91 1.59 2.50  -1.615
H13 -1.64 4.72 5.59  0.442
H14 -1.04 2.91 3.98  0.558
H15 2.97 2.93 5.46  0.529
H16 2.38 4.72 7.07  0.468
H17 2.50 0.51 5.06  0.609
H18 2.50 -1.10 2.83  0.733
H19 0.33 2.32 1.97  0.921
C23 -4.63 2.42 -0.73  -1.027
As1 -3.78 2.24 1.02  0.554
C24 -5.09 1.40 2.19  -1.088
C25 -3.60 4.06 1.72  -0.990
S1 -1.95 1.27 0.98  -0.731
H20 -5.64 2.79 -0.61  0.413
H21 -4.65 1.44 -1.22  0.300
H22 -4.05 3.10 -1.34  0.341
H23 -5.98 2.02 2.23  0.424
H24 -4.68 1.28 3.19  0.343
H25 -5.35 0.41 1.80  0.345
H26 -4.56 4.57 1.70  0.429
H27 -2.88 4.62 1.12  0.336
H28 -3.24 4.02 2.75  0.211
C26 4.06 -2.36 0.98  -1.541
Si1 2.91 -1.61 -0.39  0.853
C27 3.75 0.09 -1.01  2.213
C28 2.74 0.86 -1.86  -1.760
C29 5.03 -0.18 -1.79  -1.861
C30 4.09 0.96 0.20  -1.955
C31 2.75 -3.05 -1.75  2.390
C32 4.06 -3.79 -1.99  -1.956
C33 1.73 -4.06 -1.22  -1.916
C34 2.25 -2.47 -3.07  -1.840
H29 5.02 -2.67 0.56  0.440
H30 3.60 -3.23 1.44  0.379
H31 4.28 -1.64 1.77  0.446
H32 2.55 0.37 -2.81  0.317
H33 3.11 1.87 -2.06  0.549
H34 1.79 0.95 -1.31  0.049
H35 4.86 -0.84 -2.64  0.346
H36 5.78 -0.63 -1.15  0.378
H37 5.43 0.76 -2.17  0.485
H38 3.19 1.20 0.75  0.288
H39 4.55 1.89 -0.14  0.537
H40 4.79 0.46 0.86  0.334
H41 4.38 -4.32 -1.10  0.389
H42 4.86 -3.12 -2.29  0.361
H43 3.93 -4.52 -2.79  0.509
H44 2.12 -4.57 -0.34  0.392
H45 1.53 -4.83 -1.98  0.504
H46 0.80 -3.57 -0.95  0.151
H47 3.02 -1.87 -3.55  0.254
H48 1.38 -1.83 -2.90  0.232
H49 1.97 -3.26 -3.76  0.577

Calculated values
ΔE to the lowest compared entry with this formula, charge and spin = 104.3 kJ/mol
Electronic energy = -133606.4318 eV
Net charge = +1
Kohn-Sham gap (alpha / beta) = 6.98 / 6.97 eV
F_max = 0.0264 Eh/bohr


Record 2
Below is C34H49BaN2O8P5Si2 as an isolated structure, with properties calculated with ωB97M-V with the def2-TZVPD basis set.

Last column: Mulliken charge in e.
CARTESIAN COORDINATES (ANGSTROEM)
Ba1 0.54 -0.83 -0.32  0.923
C1 3.83 0.61 3.84  -1.135
Si1 3.26 0.47 2.04  -0.002
C2 4.38 1.58 0.99  -0.845
C3 3.66 -1.28 1.47  -1.118
N1 1.62 0.72 1.83  0.911
P1 0.43 1.76 2.01  2.397
C4 -0.96 1.58 1.10  -0.937
P2 -2.07 0.35 1.28  -0.601
N2 -1.53 -1.12 1.60  0.628
Si2 -2.03 -2.56 2.33  0.064
C5 -3.25 -3.58 1.31  -1.032
C6 -2.83 -2.29 4.02  -0.793
C7 -0.50 -3.62 2.57  -0.996
C8 -3.52 0.68 2.37  -0.143
C9 -4.73 0.03 2.15  -0.570
C10 -5.78 0.16 3.05  -0.531
C11 -5.63 0.95 4.18  -0.578
C12 -4.43 1.61 4.40  -0.578
C13 -3.39 1.48 3.50  -0.275
C14 -2.92 0.28 -0.36  0.145
C15 -2.87 -0.86 -1.15  0.028
C16 -3.38 -0.86 -2.44  -0.822
C17 -3.99 0.28 -2.95  -0.550
C18 -4.08 1.42 -2.15  -0.640
C19 -3.54 1.42 -0.88  -0.522
C20 1.03 3.48 1.72  -0.232
C21 2.20 3.94 2.33  -0.392
C22 2.63 5.25 2.14  -0.826
C23 1.90 6.11 1.34  -0.610
C24 0.73 5.66 0.73  -0.276
C25 0.30 4.35 0.93  -0.890
C26 0.11 1.84 3.83  -0.105
C27 0.09 0.63 4.53  -0.277
C28 -0.30 0.59 5.86  -0.764
C29 -0.65 1.76 6.53  -0.612
C30 -0.61 2.97 5.85  -0.587
C31 -0.24 3.01 4.51  -0.244
H1 4.92 0.60 3.91  0.382
H2 3.44 -0.23 4.42  0.295
H3 3.46 1.53 4.31  0.294
H4 5.41 1.21 1.02  0.423
H5 4.38 2.62 1.31  0.322
H6 4.02 1.54 -0.04  -0.003
H7 4.68 -1.57 1.71  0.429
H8 3.56 -1.37 0.38  0.211
H9 2.99 -2.02 1.93  0.231
H10 -4.18 -3.03 1.13  0.261
H11 -3.51 -4.51 1.83  0.413
H12 -2.81 -3.85 0.35  0.208
H13 -3.75 -1.71 3.93  0.209
H14 -2.15 -1.75 4.68  0.093
H15 -3.08 -3.25 4.49  0.395
H16 -0.06 -3.88 1.60  0.213
H17 0.25 -3.09 3.16  0.150
H18 -0.73 -4.56 3.09  0.347
H19 -4.85 -0.60 1.27  0.182
H20 -6.72 -0.36 2.87  0.369
H21 -6.45 1.05 4.89  0.343
H22 -4.30 2.23 5.28  0.448
H23 -2.46 2.01 3.66  0.199
H24 -2.41 -1.77 -0.76  0.590
H25 -3.30 -1.75 -3.05  0.367
H26 -4.39 0.28 -3.95  0.356
H27 -4.55 2.31 -2.54  0.370
H28 -3.56 2.32 -0.27  0.326
H29 2.77 3.28 2.97  0.551
H30 3.54 5.59 2.61  0.395
H31 2.23 7.13 1.18  0.345
H32 0.15 6.33 0.11  0.398
H33 -0.61 3.97 0.49  0.351
H34 0.35 -0.28 4.00  0.403
H35 -0.33 -0.36 6.38  0.408
H36 -0.95 1.72 7.57  0.351
H37 -0.89 3.88 6.36  0.355
H38 -0.24 3.95 3.98  0.372
O1 1.83 -3.75 -0.65  -0.502
P3 0.61 -4.18 -1.62  0.516
O2 0.37 -5.63 -1.57  -0.810
O3 -0.52 -3.20 -1.35  -0.165
O4 1.21 -3.75 -3.09  -0.579
P4 1.54 -2.18 -3.41  0.802
O5 0.05 -1.52 -3.30  -0.257
O6 2.05 -2.00 -4.78  -0.868
O7 2.33 -1.66 -2.23  -0.423
H39 2.37 -3.07 -1.11  0.443
H40 -0.50 -2.11 -2.73  0.313
C32 2.03 1.46 -4.16  -1.149
P5 1.26 2.02 -2.63  1.295
C33 1.58 3.79 -2.56  -1.116
C34 -0.52 1.84 -2.84  -0.549
O8 1.77 1.32 -1.41  -0.217
H41 1.65 2.03 -5.02  0.397
H42 1.84 0.40 -4.32  0.147
H43 3.11 1.61 -4.08  0.304
H44 1.23 4.31 -3.45  0.414
H45 2.65 3.94 -2.44  0.346
H46 1.08 4.19 -1.68  0.147
H47 -0.91 2.49 -3.63  0.513
H48 -0.99 2.07 -1.88  -0.099
H49 -0.73 0.80 -3.11  0.131

Calculated values
ΔE to the lowest compared entry with this formula, charge and spin = 12.4 kJ/mol
Electronic energy = -118325.8250 eV
Net charge = -2
Kohn-Sham gap = 6.12 eV
F_max = 0.0105 Eh/bohr


Record 3
Below is C34H49Br2IN4O7PS as an isolated structure at a distorted geometry, with properties calculated with ωB97M-V with the def2-TZVPD basis set.

Last column: Mulliken charge in e.
CARTESIAN COORDINATES (ANGSTROEM)
C1 -0.64 -0.10 5.12  -1.472
C2 -0.74 0.35 3.65  0.509
C3 -0.83 -0.86 2.70  -2.624
I1 -2.77 -1.67 3.29  0.172
C4 -0.68 -0.78 1.13  0.489
C5 -1.97 -0.25 0.51  -2.320
O1 -2.35 0.94 1.13  0.352
C6 -3.67 1.31 0.93  0.553
C7 -4.22 1.36 -0.35  -0.220
C8 -5.53 1.77 -0.50  -0.861
C9 -6.28 2.15 0.60  -0.605
C10 -5.72 2.09 1.87  -0.792
C11 -4.41 1.67 2.03  -0.279
N1 0.46 0.15 0.54  1.318
C12 1.09 1.24 1.34  -2.035
O2 0.10 2.22 1.48  -0.047
O3 0.82 3.45 1.62  -0.448
C13 1.42 -0.63 -0.43  1.532
C14 2.88 -0.14 -0.54  -1.069
C15 4.06 -0.25 0.45  -1.912
N2 3.96 0.50 1.69  -0.425
C16 0.83 -0.34 -1.87  -1.062
Br1 1.28 -1.68 -3.21  0.145
C17 1.08 1.00 -2.62  -0.456
C18 2.37 1.25 -3.41  -1.371
Br2 0.66 2.57 -1.55  -0.080
C19 1.23 -2.08 0.22  1.465
N3 1.83 -1.78 1.56  -0.622
C20 2.64 -2.37 2.21  0.823
S1 3.72 -3.13 3.05  -0.250
P1 1.99 -3.57 -0.71  -0.126
C21 3.79 -3.29 -0.77  -1.098
O4 1.91 -4.73 0.46  -0.450
C22 -0.34 -2.25 0.49  1.470
C23 -1.14 -2.56 -0.80  -2.345
C24 -0.99 -3.96 -1.44  -0.871
C25 -2.27 -4.27 -2.18  0.141
O5 -2.85 -3.47 -2.87  -0.573
O6 -2.69 -5.54 -2.02  -0.461
C26 -0.68 -3.42 1.46  -0.245
C27 -1.92 -4.07 1.37  0.114
C28 -2.21 -5.12 2.21  -0.928
C29 -1.27 -5.50 3.15  -0.903
C30 -0.07 -4.80 3.19  -0.704
N4 0.21 -3.79 2.38  0.140
H1 -1.54 0.12 5.68  0.357
H2 0.17 0.44 5.61  0.426
H3 -0.39 -1.16 5.21  0.341
H4 -1.62 0.98 3.54  0.082
H5 0.11 0.99 3.50  0.254
H6 -0.14 -1.60 3.07  0.825
H7 -2.77 -0.99 0.57  1.299
H8 -1.84 -0.08 -0.57  0.386
H9 -3.63 1.09 -1.21  0.369
H10 -5.96 1.83 -1.49  0.409
H11 -7.30 2.49 0.48  0.420
H12 -6.30 2.38 2.73  0.419
H13 -3.96 1.63 3.01  0.434
H14 -0.09 0.76 -0.08  0.727
H15 1.92 1.65 0.79  0.853
H16 1.47 0.85 2.27  0.647
H17 0.55 3.73 2.50  0.321
H18 3.23 -0.61 -1.46  0.739
H19 2.84 0.92 -0.78  0.407
H20 4.41 -1.26 0.61  0.323
H21 4.88 0.24 -0.09  0.682
H22 4.87 0.70 2.07  0.307
H23 3.40 0.01 2.38  0.098
H24 -0.24 -0.40 -1.84  -0.071
H25 0.31 1.02 -3.38  0.911
H26 3.29 1.07 -2.85  0.264
H27 2.36 0.70 -4.34  0.471
H28 2.38 2.31 -3.67  0.381
H29 4.29 -3.13 0.18  0.334
H30 4.18 -4.24 -1.17  0.580
H31 4.07 -2.52 -1.49  0.192
H32 2.65 -5.35 0.35  0.361
H33 -0.94 -1.89 -1.61  0.508
H34 -2.20 -2.41 -0.64  0.986
H35 -0.76 -4.77 -0.76  0.308
H36 -0.22 -3.94 -2.20  0.677
H37 -3.65 -5.57 -2.18  0.398
H38 -2.67 -3.77 0.66  0.472
H39 -3.17 -5.62 2.14  0.508
H40 -1.45 -6.31 3.85  0.483
H41 0.68 -5.06 3.92  0.549
C31 0.88 7.58 -4.32  -0.545
C32 0.69 6.90 -2.96  -0.635
C33 1.23 5.51 -3.23  0.086
O7 2.25 5.65 -4.22  -0.413
C34 2.20 6.97 -4.78  -0.499
H42 0.92 8.66 -4.27  0.359
H43 0.08 7.29 -5.00  0.256
H44 1.30 7.40 -2.20  0.310
H45 -0.34 6.90 -2.62  0.336
H46 0.45 4.85 -3.64  0.110
H47 1.65 5.03 -2.35  0.078
H48 3.06 7.54 -4.40  0.275
H49 2.29 6.89 -5.86  0.275

Calculated values
Electronic energy = -224644.2292 eV
Net charge = +1
Kohn-Sham gap = 8.64 eV
F_max = 0.0203 Eh/bohr


Which of these has the highest electronic energy?
C34H49BaN2O8P5Si2


Look up the electronic energy of the third one.
-224644.2292 eV


What is the formula in the second record?
C34H49BaN2O8P5Si2


What is the F_max in the second record?
0.0105 Eh/bohr